Entry 1:
Formula: C30H58FN7O9S
Source: the OMol25 dataset
Level of theory: ωB97M-V/def2-TZVPD

LUMO energy = -2.49 eV
E_tot = -2735.5971 Ha
Structure (SMILES) = CCCOc1cc2nc(OC#N)cnc2c(OCC)c1S(=O)(=O)F.COC[C@@H](C)N.COC[C@@H](C)N.COC[C@@H](C)N.COC[C@@H](C)N
Kohn-Sham gap = 6.46 eV

XYZ file:
```
106
Properties=species:S:1:pos:R:3:forces:R:3:mulliken_charge:R:1
C -0.33588 1.52549 -0.64826 0.1 1.2 -0.1 -0.6909
C 0.66583 1.29521 -1.93118 -0.4 0.0 -0.7 -0.2401
C 0.78684 -0.26691 -2.43193 -1.8 1.6 -1.3 -0.6824
O 1.18372 -1.22327 -1.38924 4.5 1.4 0.0 -0.2272
C 2.61096 -1.13763 -1.05223 2.7 0.2 0.0 0.5003
C 3.79011 -0.40476 -1.92146 -0.4 -1.3 2.1 -0.6696
C 5.39970 -0.34801 -1.47799 -0.3 -0.7 0.8 0.3030
N 6.35772 0.38286 -2.37489 3.0 -2.0 4.8 -0.4965
C 7.76300 0.38681 -1.84338 -3.8 -1.7 1.9 0.3224
O 8.83743 1.09801 -2.60670 -3.1 3.3 2.5 -0.2684
C 8.69414 2.55590 -2.32126 0.6 5.9 2.6 0.3936
N 8.70366 3.79677 -1.94304 -0.2 -11.0 -3.5 -0.3754
C 8.16806 -0.34275 -0.44558 -1.5 -0.4 0.0 -0.1450
N 7.26394 -1.12886 0.46325 -1.4 3.9 -6.5 -0.3596
C 5.87710 -1.09041 -0.11261 -1.0 -0.2 0.1 0.3903
C 4.69113 -1.87112 0.76573 -2.0 -0.5 -0.8 0.1126
O 5.08397 -2.56374 2.02885 -1.8 3.5 -2.8 -0.4113
C 4.64357 -1.58608 3.07886 0.1 1.9 0.9 -0.1787
C 5.81392 -1.28871 4.20305 -0.6 0.5 0.3 -0.9328
C 3.10369 -1.90994 0.34681 4.3 1.5 -1.7 0.1060
S 1.78045 -2.81733 1.35971 -7.2 -0.8 -0.5 1.0871
O 0.84678 -3.70139 0.44467 4.9 3.1 3.3 -0.4268
O 0.89378 -1.81031 2.13275 4.5 -3.3 -2.2 -0.5415
F 2.46745 -3.94048 2.50332 -0.7 2.6 -2.4 -0.2869
H -0.79399 0.54479 -0.19954 1.2 1.9 -0.8 0.2801
H -1.22888 2.22951 -0.99918 1.9 -1.6 0.8 0.1023
H 0.25362 2.16549 0.16795 -1.4 -1.7 -1.6 0.1802
H 1.73125 1.76493 -1.79139 -2.1 -1.0 0.0 0.3274
H 0.17056 1.88979 -2.84027 1.2 -1.4 1.8 0.2696
H -0.31436 -0.58397 -2.76690 2.5 0.4 1.0 0.3357
H 1.43320 -0.29248 -3.40760 -0.9 -0.3 2.0 0.3235
H 3.52090 0.13394 -2.94583 0.7 -1.3 2.6 0.1686
H 9.30766 -0.24552 -0.10284 -2.9 -0.3 -0.8 0.3201
H 4.43113 -0.55287 2.52925 0.4 -2.2 1.3 0.3168
H 3.62717 -1.89493 3.58760 2.1 0.2 -1.1 0.2610
H 6.15363 -0.15729 4.11353 -0.7 -2.4 0.1 0.2430
H 6.77067 -1.95604 4.09442 -2.1 1.1 0.2 0.2628
H 5.28492 -1.40902 5.26385 1.5 0.1 -2.2 0.2817
C -2.71123 4.33386 -3.21531 -0.2 -0.3 0.2 -0.7644
O -2.43934 4.51593 -1.83456 0.4 0.3 -0.1 -0.3909
C -1.75655 5.73321 -1.52242 -0.1 0.1 0.3 -0.4350
C -2.66368 6.98521 -1.48189 -0.1 -0.3 -0.2 0.5539
C -3.07345 7.49224 -2.86249 0.0 0.3 -0.2 -1.5159
N -3.87387 6.74711 -0.68205 0.2 -0.4 0.1 -0.7329
H -1.91606 4.73490 -3.84979 0.0 0.1 0.0 0.3484
H -3.67135 4.78506 -3.46891 0.1 0.1 -0.2 0.2430
H -2.79593 3.25935 -3.40401 0.1 0.1 0.1 0.2832
H -1.34004 5.58758 -0.51882 -0.1 -0.1 -0.1 0.0213
H -0.90015 5.87792 -2.19251 -0.1 0.0 -0.2 0.4907
H -2.08973 7.78762 -1.00210 0.0 -0.2 0.1 0.2773
H -3.87130 6.89815 -3.31271 0.1 0.0 0.1 0.3060
H -3.44855 8.52008 -2.79316 0.1 -0.2 0.1 0.3686
H -2.22089 7.49623 -3.54962 -0.1 0.0 0.1 0.3343
H -3.59452 6.51411 0.27201 -0.1 0.2 -0.1 0.2660
H -4.30053 5.88107 -1.02654 0.1 0.3 0.1 0.3628
C -3.25279 -5.12576 -3.25541 0.0 0.4 0.2 -0.7736
O -2.53844 -5.15667 -2.02973 0.0 -0.6 0.0 -0.3734
C -1.90720 -6.40808 -1.74528 0.2 0.1 0.2 -0.1475
C -0.57554 -6.64021 -2.49684 -0.2 0.4 -0.2 0.1256
C -0.75535 -6.99143 -3.97175 0.1 -0.3 -0.2 -1.4897
N 0.31367 -5.47463 -2.38848 -0.3 0.1 0.3 -0.6618
H -3.73041 -6.08344 -3.47998 0.1 0.0 0.0 0.3395
H -2.58812 -4.82672 -4.06690 -0.1 -0.2 -0.2 0.2473
H -4.03148 -4.36139 -3.17328 0.1 -0.1 0.1 0.2780
H -1.68787 -6.38925 -0.67129 0.0 0.2 -0.1 -0.0171
H -2.60764 -7.23777 -1.90136 0.0 0.0 -0.2 0.4267
H -0.07805 -7.49453 -2.02132 -0.1 0.1 0.1 0.4516
H -0.98148 -6.12062 -4.59041 0.0 0.0 0.1 0.2801
H 0.16610 -7.43011 -4.37228 -0.1 0.1 0.1 0.3790
H -1.55746 -7.72446 -4.10710 0.1 0.1 0.0 0.3367
H 0.51881 -5.31061 -1.40179 0.1 0.0 -0.2 0.2552
H -0.23090 -4.65028 -2.66167 0.2 -0.3 0.0 0.3313
C 0.98242 8.94572 0.88987 -0.3 0.3 -0.2 -0.7952
O -0.29547 8.36428 1.09595 0.2 -0.5 0.3 -0.2751
C -0.33012 7.35918 2.11280 -0.3 0.1 0.0 -0.6256
C -0.37678 7.90964 3.55740 0.1 0.3 -0.3 0.2527
C 0.96104 8.45554 4.05061 0.2 -0.1 0.3 -1.4026
N -1.40132 8.95380 3.70245 -0.1 -0.1 -0.4 -0.7330
H 1.79197 8.22263 1.02199 0.0 0.0 0.1 0.3519
H 1.11541 9.79934 1.55573 0.2 0.0 0.0 0.2459
H 1.01994 9.32374 -0.13632 -0.1 -0.1 0.1 0.2678
H -1.25429 6.79593 1.93797 0.0 0.2 0.0 0.2623
H 0.49361 6.64708 1.97959 0.1 0.1 0.0 0.4408
H -0.64531 7.07408 4.21559 -0.1 0.0 -0.2 0.4252
H 1.18659 9.44731 3.65348 -0.1 -0.1 0.0 0.2871
H 0.95297 8.54934 5.14290 -0.1 0.0 -0.2 0.3531
H 1.78347 7.78450 3.78168 -0.1 0.1 0.0 0.3325
H -2.31210 8.55185 3.47561 0.1 0.1 0.2 0.2829
H -1.24665 9.63756 2.95459 0.0 -0.2 0.3 0.3259
C -6.11552 -7.09137 3.48658 -0.4 0.0 -0.3 -0.6393
O -5.72870 -6.48124 2.26525 0.5 0.1 0.2 -0.4231
C -4.32015 -6.27488 2.12810 0.0 0.0 -0.3 -0.6069
C -3.52389 -7.53628 1.71961 -0.4 -0.1 0.2 0.6540
C -3.33293 -8.53744 2.85638 0.3 -0.2 0.1 -1.5802
N -4.14962 -8.22179 0.57964 -0.2 0.3 -0.1 -0.6800
H -5.48912 -6.77311 4.32446 0.1 -0.1 0.0 0.2943
H -6.09825 -8.17704 3.38287 0.1 -0.1 0.2 0.2219
H -7.14915 -6.80033 3.69699 0.1 0.1 -0.1 0.2634
H -4.20820 -5.53340 1.32836 -0.1 -0.1 0.0 0.2531
H -3.90772 -5.81418 3.03421 0.0 -0.1 0.1 0.4496
H -2.52442 -7.20482 1.41194 -0.2 0.1 0.0 0.2131
H -4.22657 -9.13404 3.05048 0.0 0.1 -0.1 0.2939
H -2.53172 -9.24378 2.60918 -0.2 0.1 0.0 0.3940
H -3.05240 -8.02991 3.78521 0.0 0.0 -0.1 0.3352
H -4.17548 -7.57966 -0.21381 0.1 -0.1 0.1 0.2504
H -5.13870 -8.35759 0.81208 0.3 0.0 0.0 0.3504
```
Forces are in eV/Å.



Entry 2:
Formula: C6H12O
Source: the OMol25 dataset
Level of theory: ωB97M-V/def2-TZVPD

LUMO energy = 0.99 eV
E_tot = -311.0098 Ha
ΔE to the lowest compared entry with this formula, charge and spin = 31.0 kcal per mole
Structure (SMILES) = CC1(O)CCCC1
Kohn-Sham gap = 10.53 eV

XYZ file:
```
19
Properties=species:S:1:pos:R:3:forces:R:3:nbo_charge:R:1
C 1.85499 -0.59044 -0.71629 -0.5 -0.5 0.0 -0.6818
C 0.78648 0.01901 0.18276 -1.3 -0.8 0.0 0.3039
O 1.23654 0.33832 1.47481 0.2 0.0 0.3 -0.7231
C 0.06162 1.23229 -0.38364 -0.1 0.0 0.0 -0.4301
C -1.31433 1.13719 0.26266 -0.2 0.3 0.0 -0.3984
C -1.75967 -0.29115 -0.03372 -0.1 0.2 0.1 -0.4111
C -0.51710 -1.13071 0.28086 0.4 0.7 0.3 -0.4583
H 2.75908 -0.96412 -0.21402 -0.4 0.2 0.0 0.2055
H 2.13678 -0.04982 -1.63044 -0.2 0.0 0.4 0.2200
H 1.14349 -1.39008 -0.88081 1.6 -1.1 -1.7 0.2477
H 1.98499 -0.23366 1.68527 -0.2 0.1 0.0 0.4706
H 0.58026 2.17394 -0.16919 0.1 -0.3 0.1 0.2258
H -0.01395 1.13137 -1.47615 -0.1 0.0 0.2 0.1995
H -1.18429 1.25218 1.34634 -0.1 0.1 -0.1 0.2084
H -2.01303 1.89250 -0.09486 -0.1 0.0 0.0 0.2066
H -2.01831 -0.37490 -1.10014 0.1 0.0 0.2 0.1910
H -2.65485 -0.57693 0.52946 0.2 0.0 0.0 0.2114
H -0.54327 -2.04580 -0.36462 0.7 0.9 0.2 0.2018
H -0.52542 -1.52918 1.30170 0.0 0.3 0.0 0.2107
```
Forces are in eV/Å.



Entry 3:
Formula: C6H10
Source: the OMol25 dataset
Level of theory: ωB97M-V/def2-TZVPD

LUMO energy = 0.65 eV
E_tot = -234.4147 Ha
ΔE to the lowest compared entry with this formula, charge and spin = 117.9 kcal per mole
Kohn-Sham gap = 8.82 eV

XYZ file:
```
16
Properties=species:S:1:pos:R:3:forces:R:3:nbo_charge:R:1
C 1.77329 0.35448 -0.16254 0.2 -0.1 0.0 -0.3594
C 0.77320 -0.76964 -0.51583 -0.2 0.0 -0.1 -0.3386
C -0.54272 -1.20006 -0.05420 -0.8 0.4 -1.0 -0.1164
C -1.07564 -0.29074 1.01959 -0.2 0.0 -0.2 -0.4695
C -0.55005 1.06084 0.49412 -0.1 0.1 -0.1 -0.4178
C 0.42872 0.70682 -0.65411 -0.2 0.2 -0.3 -0.2107
H 2.07976 0.64189 0.84671 -0.2 0.0 -0.2 0.2171
H 2.59637 0.26829 -0.86582 0.0 0.1 0.2 0.2311
H 1.11164 -1.31630 -1.39128 -0.1 0.3 -0.1 0.2198
H -1.29093 -0.33698 -1.46883 0.0 -2.4 2.1 -0.0834
H -0.78591 -2.26547 -0.03817 -0.2 0.3 -0.2 0.2096
H -0.74499 -0.53997 2.04285 0.1 -0.1 -0.4 0.2092
H -2.16368 -0.34083 1.02082 0.0 0.1 0.2 0.2237
H -0.07143 1.66420 1.27346 0.0 -0.1 -0.2 0.2106
H -1.37545 1.63857 0.07531 0.1 0.0 0.1 0.2228
H -0.16219 0.72491 -1.62209 1.7 1.0 0.3 0.2521
```
Forces are in eV/Å.